ORCA calculation (ωB97M-V with the def2-TZVPD basis set) on a molecular structure, C33H38CrOPS2.

Summary:
LUMO level (alpha / beta)   -0.004 / 0.004 hartree
Electronic energy   -3537.70389 Eh
ΔE to the lowest compared entry with this formula, charge and spin   0.0 kcal/mol
⟨S²⟩   0.767
2S+1   2

Cartesian coordinates (Å):
1 Cr 0.854 1.138 -0.566
2 C 2.054 2.137 -2.097
3 C 0.797 1.814 -2.668
4 C 0.689 0.396 -2.730
5 C 1.906 -0.152 -2.282
6 C 2.742 0.910 -1.858
7 C 4.159 0.826 -1.385
8 C 2.297 -1.586 -2.440
9 C -0.413 -0.340 -3.423
10 C -0.133 2.772 -3.339
11 C 2.647 3.499 -1.930
12 H 4.827 1.249 -2.141
13 H 4.468 -0.204 -1.203
14 H 4.304 1.389 -0.461
15 H 1.438 -2.255 -2.389
16 H 3.025 -1.905 -1.693
17 H 2.756 -1.722 -3.423
18 H -0.199 -0.414 -4.495
19 H -1.370 0.172 -3.314
20 H -0.541 -1.351 -3.037
21 H -1.179 2.476 -3.236
22 H 0.099 2.810 -4.408
23 H -0.032 3.782 -2.947
24 H 3.222 3.563 -1.006
25 H 1.872 4.265 -1.891
26 H 3.317 3.740 -2.762
27 C -2.141 -2.864 2.368
28 C -1.208 -1.863 3.022
29 C -0.892 -2.123 4.360
30 C -0.142 -1.256 5.129
31 C 0.299 -0.062 4.574
32 C 0.018 0.210 3.250
33 C -0.701 -0.687 2.444
34 P -0.872 -0.055 0.714
35 C -1.671 -1.306 -0.359
36 C -2.869 -1.025 -1.010
37 C -3.420 -1.933 -1.911
38 C -2.768 -3.127 -2.166
39 C -1.564 -3.407 -1.527
40 C -0.998 -2.512 -0.630
41 C 0.294 -2.852 0.067
42 C -2.109 1.245 0.952
43 C -3.314 1.026 1.632
44 C -4.166 2.078 1.888
45 C -3.803 3.363 1.473
46 C -2.610 3.575 0.810
47 C -1.728 2.516 0.535
48 C -0.411 2.764 -0.186
49 H -2.954 -3.094 3.059
50 H -1.629 -3.807 2.153
51 H -2.590 -2.512 1.448
52 H -1.276 -3.037 4.804
53 H 0.085 -1.502 6.160
54 H 0.872 0.648 5.159
55 H 0.381 1.136 2.824
56 H -3.377 -0.089 -0.819
57 H -4.354 -1.700 -2.409
58 H -3.195 -3.846 -2.857
59 H -1.053 -4.344 -1.728
60 H 0.701 -3.799 -0.291
61 H 0.161 -2.930 1.149
62 H 1.039 -2.073 -0.095
63 H -3.573 0.026 1.966
64 H -5.098 1.913 2.414
65 H -4.460 4.201 1.682
66 H -2.337 4.578 0.496
67 H 0.170 3.493 0.385
68 H -0.654 3.270 -1.122
69 C 3.475 -1.740 1.446
70 O 2.779 -0.533 1.101
71 C 3.000 0.582 1.841
72 S 3.950 0.600 3.183
73 S 2.199 1.969 1.188
74 H 3.450 -2.352 0.548
75 H 2.962 -2.244 2.265
76 H 4.496 -1.528 1.745

Forces on the atoms, in the same order (eV/Å):
1.33 -0.69 -0.11
-0.03 0.12 -0.19
-0.07 0.17 -0.14
-0.15 0.24 -0.39
-0.14 -0.07 0.31
-0.16 0.25 0.28
0.04 -0.09 0.02
0.03 -0.08 0.18
-0.08 -0.04 0.06
-0.09 -0.04 -0.04
0.00 0.06 0.04
-0.01 -0.03 0.02
-0.03 0.04 -0.01
0.01 0.00 -0.05
0.00 0.03 -0.01
-0.03 0.02 -0.01
0.02 -0.02 0.01
-0.01 0.01 0.03
0.04 0.00 0.00
0.00 0.01 -0.02
0.04 0.01 0.01
-0.03 0.00 0.01
0.03 0.00 -0.04
0.00 -0.01 -0.02
0.01 0.00 0.01
-0.04 -0.01 0.01
0.08 0.03 0.10
-0.19 0.01 0.02
-0.05 -0.04 -0.03
0.05 0.05 0.01
-0.02 -0.04 0.05
0.01 -0.14 -0.08
0.13 -0.07 -0.07
-0.65 0.04 0.14
0.14 -0.07 -0.01
0.02 -0.04 -0.07
0.04 0.05 0.05
0.02 -0.03 0.03
-0.04 -0.03 -0.01
0.05 -0.07 0.11
-0.05 -0.01 0.03
0.06 -0.08 0.12
0.04 -0.06 -0.03
0.00 0.10 -0.03
0.01 -0.03 0.00
0.01 -0.03 -0.04
0.18 0.19 -0.17
-0.23 -0.13 0.08
0.03 0.00 0.03
-0.03 0.06 -0.01
-0.03 0.05 -0.05
0.02 0.05 -0.02
-0.02 0.02 -0.04
-0.02 -0.04 -0.04
0.00 0.02 -0.05
0.00 -0.01 0.01
0.05 -0.01 0.04
0.04 0.05 0.03
-0.04 0.06 0.01
-0.03 0.06 -0.03
0.02 -0.01 -0.13
0.07 0.08 0.00
0.04 0.03 -0.01
0.03 0.01 -0.02
0.03 -0.04 -0.02
-0.01 -0.06 0.03
-0.05 0.06 0.11
-0.05 0.02 0.13
-0.23 0.05 0.00
0.00 0.11 -0.03
0.12 -0.02 -0.12
-0.10 0.03 -0.05
-0.16 -0.07 0.08
-0.04 -0.05 0.00
0.00 0.02 0.03
0.07 0.06 -0.03